Density functional theory data (ωB97M-V/def2-TZVPD) for a structure of composition C55H48ClInNO6P3S3 at a distorted geometry.

Structure (ORCA input):
```
! RIJCOSX wB97M-V def2-TZVPD def2/J DEFGRID3
* xyz -2 1
In 0.37 0.70 -1.53
S 0.24 0.35 2.23
P -1.62 0.38 1.38
C -1.41 -0.15 -0.29
P -2.11 -1.53 -1.11
S -0.81 -2.92 -1.36
C -3.67 -2.15 -0.40
C -3.87 -3.45 0.16
C -5.04 -3.81 0.80
C -6.02 -2.83 1.04
C -5.84 -1.57 0.43
C -4.74 -1.25 -0.36
C -2.72 -1.10 -2.80
C -2.84 0.21 -3.13
C -3.14 0.50 -4.50
C -3.39 -0.57 -5.43
C -3.30 -1.88 -4.96
C -3.16 -2.16 -3.60
C -2.20 -0.91 2.50
C -3.19 -0.73 3.51
C -3.30 -1.56 4.62
C -2.56 -2.71 4.62
C -1.71 -3.02 3.57
C -1.42 -2.05 2.53
C -2.45 2.01 1.57
C -2.49 2.67 2.78
C -2.95 3.99 2.83
C -3.44 4.57 1.68
C -3.32 3.97 0.45
C -2.82 2.67 0.40
H -3.08 -4.24 0.02
H -5.14 -4.85 1.07
H -6.94 -3.11 1.46
H -6.62 -0.74 0.41
H -4.68 -0.27 -0.84
H -2.83 1.01 -2.39
H -3.15 1.50 -4.86
H -3.56 -0.36 -6.48
H -3.49 -2.69 -5.68
H -3.21 -3.16 -3.19
H -3.85 0.11 3.44
H -3.97 -1.25 5.40
H -2.67 -3.40 5.51
H -1.13 -3.93 3.54
H -0.59 -2.17 1.86
H -2.16 2.20 3.71
H -2.94 4.58 3.74
H -3.93 5.58 1.81
H -3.55 4.46 -0.50
H -2.74 2.12 -0.49
O 2.62 0.13 -0.54
C 2.66 1.37 -0.33
O 1.74 2.19 -0.72
C 3.80 2.00 0.37
C 5.07 1.45 0.14
C 6.18 2.11 0.58
C 6.12 3.19 1.49
C 4.84 3.71 1.71
C 3.67 3.10 1.26
P 2.07 3.73 1.89
C 2.52 3.88 3.67
C 1.95 4.91 4.49
C 2.17 4.93 5.86
C 2.87 3.87 6.44
C 3.54 2.95 5.65
C 3.34 2.95 4.28
C 2.03 5.41 1.25
C 2.67 6.46 1.86
C 2.44 7.76 1.45
C 1.58 8.05 0.39
C 0.95 7.00 -0.28
C 1.20 5.65 0.13
H 5.08 0.47 -0.34
H 7.14 1.71 0.25
H 6.97 3.58 2.05
H 4.75 4.60 2.38
H 1.38 5.66 4.03
H 1.75 5.79 6.49
H 2.85 3.61 7.47
H 4.14 2.20 6.15
H 3.79 2.15 3.69
H 3.21 6.35 2.81
H 2.98 8.57 2.02
H 1.40 9.10 0.16
H 0.22 7.22 -1.05
H 0.64 4.89 -0.35
C 0.32 -7.58 0.32
C 0.79 -7.09 -1.04
C 0.14 -7.38 -2.27
C 0.64 -6.99 -3.50
C 1.84 -6.27 -3.45
C 2.54 -6.00 -2.28
C 1.97 -6.39 -1.09
S 2.40 -5.50 -5.00
O 3.83 -5.69 -5.08
O 1.55 -5.89 -6.12
N 2.12 -3.95 -4.75
C 2.98 -2.97 -4.14
C 2.21 -2.17 -3.16
C 1.00 -1.40 -3.75
O 0.25 -1.97 -4.53
O 0.94 -0.17 -3.38
H 0.10 -8.63 0.30
H -0.55 -7.05 0.74
H 1.17 -7.39 1.03
H -0.85 -7.81 -2.19
H 0.18 -7.21 -4.43
H 3.59 -5.63 -2.42
H 2.45 -6.04 -0.15
H 1.12 -3.57 -4.82
H 3.39 -2.31 -4.95
H 3.83 -3.48 -3.67
H 2.80 -1.46 -2.53
H 1.80 -2.88 -2.38
Cl -1.15 3.94 -2.70
C -0.32 2.45 -3.17
H 0.68 2.70 -3.48
H -0.91 1.97 -3.94
*
```

Properties
Gap between HOMO and LUMO ... 0.2086 Ha
HOMO level ... -1.82 eV
LUMO energy ... 3.851 eV
Largest force on an atom ... 3.4 eV/Å

These are the Löwdin partial charges, in e, on atoms 1 to 5:
1. In 0.84
2. S 0.24
3. P 0.48
4. C -0.61
5. P 0.30